This record from OMol25 describes a structure of composition C24H34AsIrN2O5S3 in a non-equilibrium geometry. The level of theory is ωB97M-V with the def2-TZVPD basis set.

The gap between HOMO and LUMO is 7.5540 eV. The energy relative to the best compared isomer or geometry (same formula, charge and spin) comes out at 211.37 kJ/mol. The value obtained for the HOMO energy is -7.74 eV. For the total energy, the calculation gives -4955.2648 Ha. The maximum force is 3.177 eV/A. The calculation puts the molecular weight at 793.885 g/mol.

Structure (ORCA input):
```
! wB97M-V def2-TZVPD RIJCOSX def2/J DEFGRID3
* xyz 0 1
Ir 0.215 0.222 -0.232
O -1.309 1.669 3.449
C -1.033 1.074 2.431
O -0.133 1.399 1.541
C -1.957 -0.121 2.045
O -2.658 -0.825 2.748
O -1.830 -0.192 0.742
C 2.480 -0.504 -2.107
N 1.680 0.681 -1.734
C 2.643 1.732 -1.340
C 0.839 1.103 -2.876
C -0.181 2.115 -2.426
N -1.045 1.555 -1.360
C -1.522 2.674 -0.502
C -2.253 0.931 -1.935
H 3.189 -0.239 -2.897
H 1.831 -1.293 -2.464
H 3.010 -0.852 -1.226
H 3.246 2.017 -2.208
H 3.287 1.338 -0.558
H 2.129 2.604 -0.945
H 0.344 0.212 -3.260
H 1.453 1.515 -3.685
H -0.788 2.458 -3.269
H 0.316 2.992 -2.012
H -2.058 3.397 -1.126
H -0.677 3.150 -0.012
H -2.185 2.274 0.258
H -2.886 1.697 -2.391
H -2.792 0.427 -1.137
H -1.967 0.213 -2.706
C -2.404 -2.359 -1.011
As -0.563 -1.832 -1.273
C 0.343 -3.299 -0.418
C -0.379 -2.383 -3.142
H -2.474 -3.403 -1.312
H -3.075 -1.756 -1.618
H -2.664 -2.233 0.036
H -0.021 -4.247 -0.813
H 0.158 -3.237 0.653
H 1.413 -3.201 -0.577
H -0.869 -3.350 -3.236
H 0.661 -2.488 -3.440
H -0.869 -1.679 -3.816
O 1.775 -0.756 0.669
C 2.476 -0.507 1.868
C 3.554 -1.592 1.938
C 4.424 -1.867 2.948
C 5.249 -2.994 2.682
C 4.977 -3.560 1.475
S 3.718 -2.730 0.667
C 1.625 -0.691 3.101
C 1.696 -0.096 4.321
C 0.774 -0.655 5.254
C 0.042 -1.664 4.721
S 0.459 -1.950 3.086
C 3.189 0.853 1.870
C 4.538 1.064 1.775
C 4.904 2.435 1.745
C 3.819 3.250 1.840
S 2.360 2.369 1.977
H 4.463 -1.288 3.860
H 5.999 -3.368 3.364
H 5.446 -4.421 1.025
H 2.366 0.722 4.543
H 0.650 -0.298 6.266
H -0.758 -2.221 5.179
H 5.251 0.257 1.701
H 5.924 2.788 1.669
H 3.801 4.329 1.860
*
```


This record from OMol25 describes a structure of composition C24H34BN14O3STi in a non-equilibrium geometry. The level of theory is ωB97M-V with the def2-TZVPD basis set.

As for the expectation value of S²: 2.0133. The gap between HOMO and LUMO (alpha / beta) is 5.9928 / 7.2311 eV. The value obtained for the HOMO energy (alpha / beta) is -3.40 / -4.82 eV. For the total energy, the calculation gives -3199.9887 Ha. The maximum force is 1.437 eV/A. The calculation puts the molecular weight at 657.377 g/mol.

Structure (ORCA input):
```
! wB97M-V def2-TZVPD RIJCOSX def2/J DEFGRID3
* xyz -1 3
Ti 0.393 0.754 1.302
N 1.599 1.379 5.450
C 1.239 0.900 4.203
S 2.213 1.378 2.845
N 0.186 0.148 4.151
N 0.012 -0.525 2.959
C -1.199 -0.557 2.443
C -2.266 0.397 2.758
C -3.599 0.059 2.957
C -4.556 1.043 3.147
C -4.169 2.383 3.116
C -2.855 2.744 2.880
C -1.887 1.755 2.670
O -0.649 2.047 2.323
H 2.059 2.274 5.427
H 0.854 1.313 6.128
H -1.398 -1.376 1.758
H -3.884 -0.988 2.968
H -5.592 0.776 3.312
H -4.914 3.158 3.257
H -2.553 3.781 2.811
N -1.547 -2.383 -0.466
C -0.626 -1.933 -1.516
C -0.447 -2.964 -2.636
C -1.549 -2.884 -3.702
C -1.112 -2.088 -4.947
N -0.493 -0.791 -4.718
C -1.300 0.242 -4.183
N -0.621 1.477 -4.091
N -2.615 0.340 -4.715
C 0.705 -1.463 -0.928
O 1.756 -1.734 -1.492
O 0.638 -0.836 0.199
H -1.148 -3.187 0.009
H -2.407 -2.706 -0.897
H -1.049 -1.016 -1.949
H -0.409 -3.955 -2.173
H 0.527 -2.823 -3.107
H -2.462 -2.447 -3.279
H -1.826 -3.885 -4.046
H -1.960 -1.931 -5.612
H -0.379 -2.690 -5.491
H 0.362 -0.886 -4.180
H 0.381 1.368 -3.988
H -0.959 2.029 -3.312
H -3.319 0.049 -4.050
H -2.805 1.300 -4.980
B 0.249 3.796 -0.361
N -1.016 2.905 -0.619
C -2.182 3.324 -1.129
C -3.086 2.277 -1.096
C -2.361 1.222 -0.538
N -1.117 1.607 -0.259
N 1.495 2.939 -0.727
C 2.483 3.224 -1.582
C 3.348 2.143 -1.637
C 2.793 1.213 -0.756
N 1.681 1.709 -0.215
H 0.296 4.139 0.791
H 0.203 4.723 -1.139
H -2.277 4.337 -1.485
H -4.112 2.279 -1.422
H -2.653 0.208 -0.323
H 2.485 4.167 -2.102
H 4.238 2.040 -2.233
H 3.095 0.205 -0.519
N 6.403 -2.819 1.740
C 5.092 -2.911 2.178
C 4.168 -1.882 1.921
N 2.930 -1.949 2.343
C 2.578 -3.024 3.052
C 3.490 -4.023 3.318
N 4.751 -3.982 2.878
H 6.551 -2.253 0.921
H 6.883 -3.704 1.720
H 4.463 -0.997 1.362
H 1.554 -3.065 3.405
H 3.207 -4.894 3.899
*
```


This record from OMol25 describes a cluster of 3 separate species, C24H34Cl2F2N7O4 in total. The level of theory is ωB97M-V with the def2-TZVPD basis set.

The gap between HOMO and LUMO is 8.6622 eV. The value obtained for the HOMO energy is -11.25 eV. For the total energy, the calculation gives -2739.0490 Ha. The maximum force is 0.889 eV/A. The calculation puts the molecular weight at 593.483 g/mol.

Structure (ORCA input):
```
! wB97M-V def2-TZVPD RIJCOSX def2/J DEFGRID3
* xyz 1 1
C 2.092 -1.381 -1.183
C 0.851 -0.660 -0.797
Cl -0.588 -1.573 -0.980
C 0.804 0.614 -0.381
Cl 2.266 1.534 -0.301
C -0.404 1.310 0.034
N -1.329 0.792 0.824
C -2.265 1.731 0.962
N -3.381 1.531 1.692
C -4.471 2.466 1.769
C -5.364 2.396 0.546
O -5.308 1.598 -0.329
F -6.274 3.401 0.571
C -3.533 0.220 2.341
C -2.874 0.076 3.701
C -3.200 1.171 4.714
F -1.496 -0.003 3.559
N -1.932 2.850 0.275
C -2.553 4.139 0.047
C -2.453 5.136 1.196
C -1.414 5.026 2.231
O -1.344 6.003 1.180
N -0.722 2.560 -0.337
C -0.061 3.419 -1.271
C 0.627 4.546 -0.870
C 1.237 5.286 -1.853
C 1.132 4.864 -3.174
N 0.478 3.774 -3.553
C -0.118 3.065 -2.607
H 2.917 -1.080 -0.545
H 2.305 -1.226 -2.239
H 1.934 -2.442 -1.030
H -4.159 3.489 1.958
H -5.100 2.193 2.614
H -4.601 0.058 2.488
H -3.187 -0.558 1.667
H -3.201 -0.889 4.093
H -3.585 0.738 5.634
H -3.931 1.895 4.362
H -2.288 1.704 4.969
H -2.079 4.577 -0.827
H -3.604 4.001 -0.189
H -3.407 5.560 1.503
H -1.621 5.465 3.198
H -0.674 4.237 2.161
H 0.699 4.833 0.168
H 1.791 6.181 -1.618
H 1.602 5.443 -3.957
H -0.647 2.169 -2.905
C 0.556 -4.729 -4.286
C 1.899 -4.038 -4.306
O 2.042 -2.902 -3.874
N 2.948 -4.722 -4.821
C 2.963 -6.064 -5.374
H -0.166 -4.049 -3.845
H 0.234 -4.985 -5.295
H 0.595 -5.642 -3.690
H 3.813 -4.203 -4.811
H 3.650 -6.701 -4.816
H 3.282 -6.045 -6.417
H 1.972 -6.501 -5.326
C 4.390 -4.041 0.810
C 3.333 -3.615 1.804
O 2.429 -2.850 1.497
N 3.421 -4.115 3.060
C 4.414 -5.026 3.600
H 4.180 -3.560 -0.140
H 5.384 -3.743 1.146
H 4.379 -5.122 0.669
H 2.688 -3.794 3.673
H 3.941 -5.942 3.956
H 4.944 -4.565 4.434
H 5.138 -5.288 2.837
*
```


This record from OMol25 describes a structure of composition C24H34Cl4CrGeIN4OSb. The level of theory is ωB97M-V with the def2-TZVPD basis set.

As for the expectation value of S²: 0.7816. The gap between HOMO and LUMO (alpha / beta) is 7.1340 / 7.1891 eV. The value obtained for the HOMO energy (alpha / beta) is -10.20 / -10.21 eV. For the total energy, the calculation gives -6729.0024 Ha. The maximum force is 0.457 eV/A. The calculation puts the molecular weight at 909.645 g/mol.

Structure (ORCA input):
```
! wB97M-V def2-TZVPD RIJCOSX def2/J DEFGRID3
* xyz 1 2
Cr 0.461 -0.667 -0.843
Cl 5.832 3.435 0.439
C 4.426 2.431 0.541
C 3.703 2.386 1.697
C 2.556 1.572 1.812
I 1.502 1.558 3.595
C 2.131 0.794 0.761
O 1.101 -0.028 0.790
C 2.872 0.874 -0.458
N 2.379 0.118 -1.486
C 3.043 0.108 -2.622
C 4.213 0.850 -2.832
C 4.701 1.635 -1.823
C 4.028 1.666 -0.586
H 4.014 2.981 2.543
H 2.655 -0.514 -3.416
H 4.709 0.793 -3.790
H 5.597 2.225 -1.956
C 2.051 -3.123 -0.646
Ge 0.155 -3.709 -0.644
C -0.099 -4.889 0.891
C -0.212 -4.693 -2.295
C -0.891 -2.044 -0.656
H 2.631 -3.913 -0.163
H 2.265 -2.229 -0.049
H 2.456 -2.981 -1.649
H 0.260 -5.884 0.624
H -1.147 -4.965 1.176
H 0.466 -4.528 1.748
H 0.555 -5.451 -2.462
H -0.243 -4.045 -3.171
H -1.174 -5.200 -2.220
H -1.293 -1.763 0.327
H -1.677 -2.053 -1.412
C -2.438 -3.021 4.211
Sb -0.806 -1.885 3.395
C -1.931 -0.046 3.361
C 0.162 -1.667 5.300
H -2.847 -2.527 5.091
H -2.091 -4.015 4.493
H -3.228 -3.134 3.469
H -1.976 0.416 4.347
H -2.947 -0.284 3.042
H -1.483 0.655 2.659
H -0.380 -0.968 5.936
H 1.192 -1.333 5.193
H 0.162 -2.644 5.783
N -0.685 0.948 -1.035
C -1.511 1.733 -0.828
N -2.410 2.619 -0.540
C -3.201 3.308 -1.568
C -2.755 4.769 -1.687
C -2.201 5.285 -0.350
C -2.894 4.600 0.822
C -2.525 3.117 0.853
H -4.246 3.237 -1.263
H -3.099 2.764 -2.504
H -3.616 5.364 -1.997
H -2.003 4.872 -2.470
H -2.317 6.366 -0.290
H -1.127 5.086 -0.291
H -3.977 4.720 0.742
H -2.604 5.046 1.773
H -3.267 2.520 1.385
H -1.557 2.969 1.333
Cl 1.231 -2.956 -5.793
C 0.056 -1.689 -5.413
Cl 0.405 -0.221 -6.337
Cl -1.591 -2.247 -5.714
C 0.181 -1.375 -3.991
N 0.302 -1.132 -2.881
*
```


This record from OMol25 describes a cluster of 8 separate species, C24H34F6O24S2 in total in a non-equilibrium geometry. The level of theory is ωB97M-V with the def2-TZVPD basis set.

The gap between HOMO and LUMO is 11.1105 eV. The energy relative to the best compared isomer or geometry (same formula, charge and spin) comes out at 0.00 kJ/mol. The value obtained for the HOMO energy is -11.07 eV. For the total energy, the calculation gives -4136.3033 Ha. The maximum force is 1.944 eV/A. The calculation puts the molecular weight at 884.634 g/mol.

Structure (ORCA input):
```
! wB97M-V def2-TZVPD RIJCOSX def2/J DEFGRID3
* xyz 0 1
O 4.966 -4.767 5.057
C 4.635 -3.760 4.541
O 5.108 -2.527 4.862
C 4.489 -1.579 3.988
C 3.249 -2.326 3.513
F 3.023 -1.937 2.231
O 3.676 -3.666 3.568
H 4.198 -0.719 4.588
H 5.113 -1.272 3.151
H 2.427 -2.125 4.200
O -1.499 4.942 4.418
C -1.905 3.854 4.228
O -2.364 3.004 5.194
C -2.847 1.828 4.535
C -1.954 1.835 3.313
F -2.429 1.092 2.296
O -1.995 3.245 3.004
H -2.682 0.939 5.141
H -3.896 1.903 4.249
H -0.911 1.595 3.495
O 0.684 3.540 -1.944
C -0.386 3.918 -1.609
O -0.788 5.204 -1.579
C -2.035 5.279 -0.897
C -2.513 3.829 -0.872
F -3.469 3.591 -1.840
O -1.383 3.102 -1.131
H -1.859 5.659 0.113
H -2.726 5.984 -1.353
H -3.032 3.645 0.068
O 2.264 1.022 3.741
C 1.941 0.966 2.598
O 0.671 0.693 2.218
C 0.610 0.826 0.802
C 2.038 0.462 0.411
F 2.298 1.136 -0.741
O 2.762 0.974 1.521
H -0.114 0.129 0.406
H 0.507 1.859 0.471
H 2.249 -0.585 0.202
O -0.836 -0.119 -1.746
C -1.714 -0.201 -2.528
O -2.597 -1.239 -2.618
C -3.787 -0.700 -3.166
C -3.238 0.390 -4.078
F -4.127 1.393 -4.205
O -2.119 0.820 -3.331
H -4.446 -1.392 -3.696
H -4.472 -0.305 -2.408
H -2.919 0.006 -5.047
O 5.087 -1.470 -1.436
C 4.234 -2.229 -1.742
O 4.117 -2.802 -2.962
C 2.823 -3.359 -3.050
C 2.471 -3.637 -1.597
F 2.812 -4.885 -1.179
O 3.249 -2.700 -0.917
H 2.089 -2.672 -3.477
H 2.821 -4.237 -3.693
H 1.412 -3.465 -1.414
C 0.024 2.347 -6.014
C 0.705 1.533 -4.943
O 2.113 1.400 -5.305
S 3.023 0.543 -4.298
C 3.781 1.871 -3.407
O 2.154 -0.172 -3.411
O 3.996 -0.092 -5.119
H 0.051 1.848 -6.982
H 0.516 3.314 -6.142
H -0.992 2.603 -5.710
H 0.721 2.118 -4.020
H 0.263 0.553 -4.798
H 4.686 1.464 -2.955
H 3.076 2.272 -2.687
H 4.104 2.602 -4.144
C -3.437 -1.707 0.798
C -2.693 -1.766 2.122
O -2.876 -3.099 2.641
S -2.373 -3.264 4.162
C -3.420 -4.595 4.657
O -1.012 -3.677 4.150
O -2.761 -2.087 4.874
H -3.731 -0.667 0.621
H -4.415 -2.168 0.956
H -2.847 -2.117 -0.011
H -1.635 -1.534 1.986
H -3.105 -1.037 2.809
H -2.925 -5.537 4.451
H -4.371 -4.523 4.138
H -3.598 -4.416 5.716
*
```


This record from OMol25 describes a structure of composition C24H34HfN7O. The level of theory is ωB97M-V with the def2-TZVPD basis set.

The gap between HOMO and LUMO is 7.0359 eV. The energy relative to the best compared isomer or geometry (same formula, charge and spin) comes out at 35.49 kJ/mol. The value obtained for the HOMO energy is -17.02 eV. For the total energy, the calculation gives -1440.6448 Ha. The maximum force is 0.759 eV/A. The calculation puts the molecular weight at 615.074 g/mol.

Structure (ORCA input):
```
! wB97M-V def2-TZVPD RIJCOSX def2/J DEFGRID3
* xyz 3 1
Hf -0.373 -0.274 0.007
C 0.349 1.466 -1.911
C -0.290 2.356 -0.825
C -1.790 2.485 -0.977
C -2.303 3.389 -1.898
C -3.675 3.486 -2.077
C -4.533 2.667 -1.362
C -4.064 1.733 -0.439
C -5.048 0.845 0.279
C -5.779 -0.100 -0.673
C -2.682 1.680 -0.249
N -2.068 0.795 0.714
C -2.210 0.921 2.021
C -1.272 0.238 2.798
C -1.063 0.110 4.163
C 0.130 -0.616 4.329
C 0.604 -0.903 3.072
N -0.220 -0.401 2.093
H 1.407 1.247 -1.767
H 0.218 1.921 -2.894
H -0.207 0.517 -2.122
H 0.217 3.321 -0.899
H 0.005 2.090 0.220
H -1.638 4.038 -2.455
H -4.079 4.209 -2.771
H -5.600 2.760 -1.519
H -5.777 1.478 0.790
H -4.558 0.269 1.067
H -6.343 0.448 -1.427
H -6.490 -0.720 -0.128
H -5.084 -0.751 -1.209
H -2.981 1.556 2.450
H -1.698 0.511 4.938
H 0.594 -0.889 5.263
H 1.510 -1.430 2.807
N -4.585 -3.820 -0.768
C -3.459 -3.285 -1.239
C -2.764 -2.260 -0.544
N -1.643 -1.757 -1.064
C -1.182 -2.208 -2.251
C -1.876 -3.226 -2.891
N -2.977 -3.756 -2.397
H -5.015 -3.506 0.084
H -5.039 -4.548 -1.301
H -3.112 -1.858 0.399
H -0.271 -1.785 -2.650
H -1.520 -3.620 -3.836
C 0.706 -3.802 0.577
N 1.976 -3.423 -0.030
C 2.774 -4.561 -0.527
C 2.342 -2.160 -0.222
O 1.387 -1.236 -0.301
N 3.600 -1.776 -0.324
C 3.999 -0.537 -0.998
C 4.718 -2.546 0.254
H 0.041 -4.242 -0.168
H 0.214 -2.954 1.052
H 0.894 -4.538 1.358
H 2.087 -5.246 -1.020
H 3.276 -5.083 0.285
H 3.498 -4.211 -1.255
H 3.124 0.003 -1.339
H 4.623 -0.787 -1.855
H 4.569 0.082 -0.308
H 4.339 -3.247 0.989
H 5.371 -1.830 0.748
H 5.283 -3.070 -0.515
*
```